(1)
Below is a molecular structure, C37H26BrCl3CrF5N3O3S4SeSi, with properties calculated with ωB97M-V with the def2-TZVPD basis set.

Computed properties:
Frontier orbital gap (spin up / spin down) ... 6.1 / 6.2 eV
Net charge ... -2
HOMO (spin up / spin down) ... -2.3 / -2.4 eV
Expectation value of S² ... 6.0232
2S+1 ... 5

XYZ file:
```
85
Properties=species:S:1:pos:R:3:forces:R:3
Cr -0.939276 0.764150 0.237327 -0.1 0.0 0.0
C 1.042311 -6.649890 -1.174101 0.0 0.0 0.0
C 0.062624 -5.616566 -0.691323 0.0 0.0 0.0
C 0.181784 -5.068601 0.583260 0.0 0.0 0.0
C -0.643282 -4.036416 0.993844 0.0 0.0 0.0
C -1.609945 -3.544869 0.127908 0.0 0.0 0.0
C -1.757469 -4.091823 -1.134728 0.0 0.0 0.0
C -0.924240 -5.126089 -1.536369 0.0 0.0 0.0
S -2.687512 -2.216936 0.627701 0.0 0.0 0.0
O -3.299026 -1.733932 -0.582132 0.0 0.0 0.0
O -3.550040 -2.776081 1.649354 0.0 0.0 0.0
N -1.731636 -1.076367 1.187621 0.0 0.0 0.0
C -1.294574 -0.965352 2.477616 0.0 0.0 0.0
C -1.599357 -1.778764 3.589527 0.0 0.0 0.0
C -1.009947 -1.484124 4.798243 0.0 0.0 0.0
C -0.143371 -0.399428 4.922848 0.0 0.0 0.0
C 0.085170 0.360316 3.791086 0.0 0.0 0.0
N -0.463253 0.086463 2.612246 0.0 0.0 0.0
H 1.418928 -7.259314 -0.350754 0.0 0.0 0.0
H 1.898760 -6.154772 -1.641370 0.0 0.0 0.0
H 0.592435 -7.310756 -1.916914 0.0 0.0 0.0
H 0.957645 -5.427738 1.249691 0.0 0.0 0.0
H -0.515490 -3.599145 1.975843 0.0 0.0 0.0
H -2.503074 -3.681647 -1.801019 0.0 0.0 0.0
H -1.021339 -5.528443 -2.538473 0.0 0.0 0.0
H -2.295337 -2.595402 3.480526 0.0 0.0 0.0
H -1.233670 -2.104278 5.659832 0.0 0.0 0.0
H 0.328014 -0.147270 5.862956 0.0 0.0 0.0
H 0.740128 1.224259 3.799917 0.0 0.0 0.0
C 0.698684 6.235330 1.035848 0.0 0.0 0.0
C 1.537644 5.038724 1.373912 0.0 0.0 0.0
C 2.916199 5.039128 1.190719 0.0 0.0 0.0
C 3.658179 3.908440 1.472700 0.0 0.0 0.0
C 2.961129 2.810695 1.951476 0.0 0.0 0.0
Br 3.941349 1.228716 2.407760 0.0 0.0 0.0
N 1.669968 2.768035 2.137537 0.0 0.0 0.0
C 0.963183 3.864484 1.841532 0.0 0.0 0.0
H 1.116998 7.144218 1.475152 0.0 0.0 0.0
H -0.323197 6.107562 1.390416 0.0 0.0 0.0
H 0.646990 6.362369 -0.046442 0.0 0.0 0.0
H 3.408259 5.924120 0.801640 0.0 0.0 0.0
H 4.727017 3.866049 1.323520 0.0 0.0 0.0
H -0.113090 3.780657 1.968606 0.0 0.0 0.0
F -6.015572 5.203084 -2.267971 0.0 0.0 0.0
C -5.245266 4.536036 -1.389262 0.0 0.0 0.0
C -4.863481 3.233179 -1.640403 0.0 0.0 0.0
F -5.273482 2.634951 -2.768473 0.0 0.0 0.0
C -4.079540 2.555614 -0.723482 0.0 0.0 0.0
F -3.746373 1.297833 -1.023048 0.0 0.0 0.0
C -3.641879 3.137530 0.462414 0.0 0.0 0.0
Se -2.534692 2.220111 1.703183 0.0 0.0 0.0
C -4.050320 4.447989 0.678911 0.0 0.0 0.0
F -3.663809 5.110270 1.782777 0.0 0.0 0.0
C -4.835406 5.144105 -0.218940 0.0 0.0 0.0
F -5.199843 6.416877 0.028174 0.0 0.0 0.0
Cl 1.644269 3.242035 -1.621921 0.0 0.0 0.0
Si -0.410364 2.683303 -1.412265 0.0 0.0 0.0
Cl -0.887394 2.209747 -3.442116 0.0 0.0 0.0
Cl -1.255834 4.675818 -1.347154 0.0 0.0 0.0
O 0.398625 -0.084871 -0.912453 0.2 0.1 0.1
C 1.269400 -0.986811 -1.430318 -0.1 0.0 0.0
C 0.548721 -1.804702 -2.516277 0.0 0.0 0.0
C -0.711806 -1.545062 -2.955250 0.0 0.0 0.0
C -1.109762 -2.375494 -4.040976 0.0 0.0 0.0
C -0.136507 -3.245333 -4.420078 0.0 0.0 0.0
S 1.268035 -3.065356 -3.454158 0.0 0.0 0.0
C 2.449017 -0.241093 -2.078347 0.0 0.0 0.0
C 3.603769 0.166088 -1.478382 0.0 0.0 0.0
C 4.417611 0.963517 -2.326531 0.0 0.0 0.0
C 3.862286 1.140274 -3.558083 0.0 0.0 0.0
S 2.354545 0.349008 -3.687356 0.0 0.0 0.0
C 1.869443 -1.877909 -0.332300 0.0 0.0 0.0
C 1.814671 -1.596207 0.995000 0.0 0.0 0.0
C 2.565531 -2.499408 1.799890 0.0 0.0 0.0
C 3.207250 -3.443070 1.060347 0.0 0.0 0.0
S 2.884800 -3.246827 -0.612484 0.0 0.0 0.0
H -1.325951 -0.778591 -2.507926 0.0 0.0 0.0
H -2.080289 -2.316703 -4.514218 0.0 0.0 0.0
H -0.167647 -3.985196 -5.204801 0.0 0.0 0.0
H 3.846463 -0.079919 -0.453779 0.0 0.0 0.0
H 5.364106 1.393667 -2.027481 0.0 0.0 0.0
H 4.252390 1.710386 -4.386314 0.0 0.0 0.0
H 1.267642 -0.748509 1.374535 0.0 0.0 0.0
H 2.621170 -2.435739 2.878587 0.0 0.0 0.0
H 3.830197 -4.254335 1.404188 0.0 0.0 0.0
```
Forces are in eV/Å.

Atom charges from the Mulliken analysis, given in e for atoms 1 to 6: atom 1 (Cr): 0.54, atom 2 (C): -1.54, atom 3 (C): 1.31, atom 4 (C): -0.91, atom 5 (C): -0.43, atom 6 (C): 0.22


(2)
Below is a molecular structure, C37H27Cl3N3O2ReS2Si, with properties calculated with ωB97M-V with the def2-TZVPD basis set.

Computed properties:
Frontier orbital gap (spin up / spin down) ... 6.7 / 7.7 eV
Net charge ... -1
HOMO (spin up / spin down) ... -4.5 / -5.5 eV
Expectation value of S² ... 3.7713
2S+1 ... 4

XYZ file:
```
76
Properties=species:S:1:pos:R:3:forces:R:3
Re -0.117022 0.313635 -1.097833 0.6 -0.4 0.1
O -1.719641 -0.762399 -1.128604 -0.3 -0.4 -0.1
C -2.187938 -1.923294 -0.470348 0.1 0.3 -0.2
C -2.270968 -1.632973 1.026017 -0.1 -0.1 0.3
C -1.043848 -1.175809 1.776521 0.0 0.0 0.0
C -1.006834 -1.449897 3.141244 0.1 0.0 0.0
C 0.045701 -0.991294 3.905206 0.0 0.0 0.0
C 1.043755 -0.263408 3.283700 0.0 0.0 0.0
C 0.958653 -0.023597 1.923441 0.0 0.0 -0.1
C 1.993571 0.807320 1.232745 0.1 -0.1 0.2
C 1.407201 2.153374 0.768164 -0.2 0.0 -0.2
O 0.332300 1.924201 -0.116533 0.0 0.5 0.3
C 2.448509 3.026243 0.071760 0.0 0.0 0.0
C 3.778140 2.663171 -0.086895 0.0 0.0 0.0
C 4.657771 3.481038 -0.786933 0.0 0.0 0.0
C 4.214111 4.676527 -1.324456 0.0 0.0 0.0
C 2.886172 5.053067 -1.158244 0.0 0.0 0.0
C 2.013972 4.235060 -0.464284 0.0 0.0 0.0
C 0.849296 2.874109 1.994791 0.1 0.0 0.1
C 1.717277 3.464219 2.909695 0.0 0.0 0.0
C 1.237009 4.034499 4.077778 0.0 0.0 0.0
C -0.126561 4.028642 4.344769 0.0 0.0 0.0
C -0.996472 3.454701 3.430182 0.0 0.0 0.0
C -0.512410 2.878550 2.262727 0.0 0.0 0.0
N -0.070097 -0.479509 1.182427 -0.2 0.2 0.1
C -1.326080 -3.124557 -0.830403 0.0 -0.1 0.1
C -0.680344 -3.911155 0.111911 0.1 0.0 0.0
C 0.105366 -4.991180 -0.283134 0.0 0.1 0.0
C 0.239515 -5.294663 -1.624993 0.0 0.0 0.0
C -0.414930 -4.515854 -2.574001 0.0 0.0 0.0
C -1.189169 -3.443071 -2.179697 0.0 0.0 0.0
C -3.625785 -2.170803 -0.928708 -0.1 -0.1 0.0
C -4.198042 -3.435104 -0.838133 -0.1 0.0 0.0
C -5.526051 -3.635977 -1.188791 0.0 0.0 0.0
C -6.294224 -2.574127 -1.642902 0.0 0.0 0.0
C -5.725336 -1.311527 -1.737911 0.0 0.0 0.0
C -4.401728 -1.109071 -1.376009 0.0 0.0 -0.1
H -3.051454 -0.878067 1.172990 0.1 0.1 -0.1
H -2.646748 -2.527017 1.531786 0.0 0.0 0.0
H -1.813149 -2.020012 3.583533 0.0 0.0 0.0
H 0.085385 -1.190671 4.967935 0.0 0.0 0.0
H 1.880837 0.138136 3.837360 0.0 0.0 0.0
H 2.821366 0.978468 1.923120 0.0 0.0 0.0
H 2.376994 0.264791 0.368313 0.0 0.0 -0.1
H 4.143024 1.715770 0.286886 0.0 0.0 0.0
H 5.679175 3.159887 -0.940600 0.0 0.0 0.0
H 4.893177 5.304730 -1.885875 0.0 0.0 0.0
H 2.527275 5.979374 -1.588587 0.0 0.0 0.0
H 0.972101 4.511013 -0.362771 0.0 0.0 0.0
H 2.779613 3.488077 2.694670 0.0 0.0 0.0
H 1.926742 4.492673 4.775269 0.0 0.0 0.0
H -0.506045 4.477573 5.253695 0.0 0.0 0.0
H -2.061913 3.456130 3.623345 0.0 0.0 0.0
H -1.187977 2.436264 1.542368 0.0 0.0 0.0
H -0.746538 -3.682471 1.167390 0.0 0.0 0.0
H 0.625511 -5.576450 0.463526 0.0 0.0 0.0
H 0.866376 -6.120292 -1.934349 0.0 0.0 0.0
H -0.299361 -4.737500 -3.626866 0.0 0.0 0.0
H -1.673109 -2.818688 -2.921198 0.0 0.0 0.0
H -3.599501 -4.275841 -0.508540 0.0 0.0 0.0
H -5.955313 -4.627259 -1.116639 0.0 0.0 0.0
H -7.326399 -2.731405 -1.929219 0.0 0.0 0.0
H -6.311182 -0.477976 -2.103460 0.0 0.0 0.0
H -3.953689 -0.130039 -1.469486 0.0 0.0 0.0
S 1.456805 -1.720163 -1.237060 -0.1 0.0 -0.1
C 2.515420 -0.698270 -2.114941 0.2 0.0 0.0
S 1.824585 0.847354 -2.420986 0.1 0.2 -0.2
C 3.806911 -1.022482 -2.473658 0.1 -0.1 0.0
C 4.644202 -0.080633 -3.146430 -0.1 -0.2 0.1
N 5.327601 0.677599 -3.680388 0.1 0.1 0.0
C 4.358199 -2.299746 -2.150186 -0.1 0.2 -0.1
N 4.803624 -3.330030 -1.890112 0.0 -0.1 0.0
Cl -0.210363 3.521934 -3.151467 -0.1 0.0 -0.1
Si -1.147173 1.686812 -2.857887 -0.1 0.0 0.0
Cl -3.165451 2.187882 -2.557188 0.0 0.1 0.0
Cl -1.154395 0.771458 -4.728561 -0.1 0.0 0.0
```
Forces are in eV/Å.

Atom charges from the Mulliken analysis, given in e for atoms 1 to 6: atom 1 (Re): 1.25, atom 2 (O): -0.08, atom 3 (C): 2.06, atom 4 (C): -2.16, atom 5 (C): 0.38, atom 6 (C): -0.93


(3)
Below is a molecular structure, C37H27N6O6RhS2, with properties calculated with ωB97M-V with the def2-TZVPD basis set.

Computed properties:
Frontier orbital gap (spin up / spin down) ... 4.4 / 4.9 eV
HOMO (spin up / spin down) ... -5.5 / -8.2 eV
Expectation value of S² ... 6.0522
2S+1 ... 5

XYZ file:
```
79
Properties=species:S:1:pos:R:3:forces:R:3
Rh 0.318118 -0.325395 0.223517 0.2 0.0 -0.1
O -4.375353 4.650150 -0.408204 0.3 0.0 0.1
C -3.228534 4.795528 0.030763 -0.2 0.1 -0.2
O -2.575530 5.818980 0.346970 -0.4 -0.3 0.1
C -2.410309 3.486859 0.150449 0.0 -0.1 0.1
C -1.388069 3.372627 1.087371 0.0 0.1 0.0
C -0.625790 2.219676 1.115340 0.1 -0.1 0.1
N -0.856491 1.247680 0.226777 0.0 0.2 0.1
C -1.821984 1.325058 -0.692066 0.0 -0.1 -0.1
C -2.644039 2.438075 -0.734161 -0.1 0.0 0.0
C -1.848919 0.149129 -1.604871 0.0 0.1 0.1
C -2.787012 -0.009070 -2.607191 0.0 0.0 -0.1
C -2.746370 -1.150841 -3.394269 -0.1 0.1 0.0
C -1.774260 -2.104002 -3.155249 0.0 -0.1 0.0
C -0.860742 -1.882883 -2.137750 0.0 0.0 0.0
N -0.888301 -0.782010 -1.392195 -0.1 0.0 0.0
C 0.514562 1.917954 2.021867 -0.1 0.0 0.0
C 1.007196 2.818657 2.946773 0.0 0.0 0.1
C 2.094444 2.454081 3.728519 0.0 0.1 0.0
C 2.654412 1.200229 3.568863 0.0 -0.1 0.0
C 2.114781 0.343863 2.621881 0.0 0.0 0.0
N 1.076648 0.694200 1.867503 0.1 0.1 0.0
H -1.201408 4.212245 1.744088 0.0 0.0 0.0
H -3.463337 2.537756 -1.434088 0.0 0.0 0.0
H -3.544574 0.746219 -2.761218 0.0 0.0 0.0
H -3.478462 -1.294985 -4.178102 0.0 0.0 0.0
H -1.724636 -3.018228 -3.729770 0.0 0.0 0.0
H -0.089750 -2.600446 -1.884310 0.0 0.0 0.0
H 0.551265 3.793801 3.048827 0.0 0.0 0.0
H 2.497346 3.149353 4.453498 0.0 0.0 0.0
H 3.501935 0.880320 4.158148 0.0 0.0 0.0
H 2.509218 -0.647695 2.440732 0.0 0.0 0.0
C 3.217373 -3.269407 -3.492071 0.0 0.0 0.0
C 2.873974 -1.827079 -3.660691 -0.1 0.2 0.0
C 2.646938 -1.227394 -4.884507 0.0 -0.1 -0.1
C 2.380627 0.135211 -4.907593 0.0 0.0 0.0
N 2.272475 0.848042 -3.783363 -0.1 0.0 0.1
C 2.446396 0.216970 -2.628850 -0.1 -0.2 -0.3
S 2.214530 1.071717 -1.127172 0.2 -0.1 0.1
N 2.778676 -1.085487 -2.548300 -0.2 0.7 -1.0
C 2.220110 0.889196 -6.188866 0.0 0.0 0.0
H 3.309499 -3.758459 -4.459092 0.0 0.0 0.0
H 2.451937 -3.774164 -2.896855 0.0 0.0 0.0
H 4.144470 -3.368216 -2.927420 0.0 0.0 0.0
H 2.700387 -1.803688 -5.796837 0.0 0.0 0.0
H 3.154541 -1.610483 -1.502417 -0.1 -0.5 1.2
H 2.162684 0.223177 -7.047189 0.0 0.0 0.0
H 3.074194 1.556429 -6.317403 0.0 0.0 0.0
H 1.327474 1.512186 -6.144373 0.0 0.0 0.0
O 0.600034 8.492671 1.469836 0.1 0.0 0.0
C 1.411555 7.425672 1.534031 -0.2 0.0 -0.1
O 2.258813 7.353437 2.377486 0.1 0.0 0.1
C 1.207513 6.338237 0.513721 0.0 0.0 -0.1
C 2.258293 5.426195 0.346424 0.0 -0.1 0.0
C 2.133670 4.372234 -0.526118 0.0 0.0 0.1
C 0.944951 4.231653 -1.279092 -0.2 -0.1 -0.1
S 0.650021 2.913630 -2.318910 0.1 0.0 0.0
C -0.092343 5.172195 -1.129986 0.1 0.1 0.0
C 0.031980 6.197601 -0.215888 0.2 0.4 0.0
H 0.004918 8.437458 0.712838 -0.1 0.0 0.0
H 3.154682 5.557884 0.937262 0.0 0.0 0.0
H 2.927270 3.648510 -0.639530 0.0 0.0 0.0
H -1.019411 5.066571 -1.673480 0.0 0.0 -0.1
H -0.831600 6.836410 -0.071651 0.1 -0.1 0.0
O 3.434671 -2.268805 -0.561744 0.5 -0.2 0.2
C 2.377253 -2.836210 -0.052064 -0.4 0.2 -0.1
N 1.277326 -2.131779 0.317115 0.1 0.1 0.0
C 0.278147 -2.972907 0.755553 -0.3 0.1 0.0
O -0.825489 -2.469102 1.107429 0.2 -0.2 0.0
C 0.761299 -4.326720 0.632223 0.2 -0.1 0.0
C 0.179827 -5.578779 0.852785 0.0 0.1 0.0
C 0.925756 -6.706837 0.590342 0.1 0.0 0.0
C 2.255139 -6.609180 0.111889 -0.1 0.0 0.0
C 2.843480 -5.386312 -0.114198 0.0 0.0 0.0
C 2.094812 -4.226765 0.139291 0.0 -0.1 0.0
H -0.837246 -5.652944 1.219239 0.0 0.0 0.0
H 0.494879 -7.686778 0.755046 0.0 0.0 0.0
H 2.815472 -7.516963 -0.076715 0.0 0.0 0.0
H 3.862790 -5.315815 -0.476777 0.0 0.0 0.0
```
Forces are in eV/Å.

Atom charges from the Mulliken analysis, given in e for atoms 1 to 6: atom 1 (Rh): 0.37, atom 2 (O): -0.73, atom 3 (C): 0.24, atom 4 (O): -0.66, atom 5 (C): -0.33, atom 6 (C): -0.30